{"formula": "C5H6O2", "method": "ωB97M-V with the def2-TZVPD basis set", "elements": ["O", "C", "C", "O", "C", "C", "C", "H", "H", "H", "H", "H", "H"], "positions_angstrom": [[-0.272, -1.131, -2.831], [-0.619, -0.926, -1.696], [-0.605, 0.439, -1.112], [-1.400, 0.637, 0.044], [0.732, 0.040, 2.477], [0.571, -0.340, 1.083], [0.024, 0.715, 0.173], [-0.989, -1.733, -1.032], [-0.605, 1.248, -1.832], [0.879, 1.145, 2.519], [1.677, -0.466, 0.963], [0.130, -1.340, 0.960], [0.478, 1.712, 0.285]], "nbo_charge": [-0.495, 0.407, -0.059, -0.461, 0.007, -0.622, 0.069, 0.120, 0.208, 0.089, 0.298, 0.241, 0.199], "homo_ha": -0.33435, "spin_multiplicity": 1, "total_energy_ev": -9371.4221, "de_lowest_kcal_mol": 130.8}

=====

{"formula": "C5H6O2", "method": "ωB97M-V with the def2-TZVPD basis set", "elements": ["C", "C", "O", "C", "O", "C", "C", "H", "H", "H", "H", "H", "H"], "positions_angstrom": [[-1.920, 0.680, -0.172], [-0.487, 0.482, 0.207], [-0.217, -0.861, 0.638], [0.626, 0.313, -0.848], [0.964, 0.866, -1.852], [1.021, -0.864, 0.003], [2.033, -1.405, 0.659], [-2.538, 0.661, 0.730], [-2.235, -0.131, -0.834], [-2.039, 1.640, -0.676], [-0.132, 1.184, 0.977], [1.624, -1.735, 1.607], [3.078, -1.456, 0.387]], "nbo_charge": [-0.632, -0.005, -0.500, 0.551, -0.475, 0.164, -0.429, 0.226, 0.225, 0.228, 0.194, 0.226, 0.227], "homo_ha": -0.35243, "spin_multiplicity": 1, "total_energy_ev": -9374.9577, "de_lowest_kcal_mol": 49.3}

=====

{"formula": "C5H6O2", "method": "ωB97M-V with the def2-TZVPD basis set", "elements": ["O", "C", "C", "O", "C", "C", "C", "H", "H", "H", "H", "H", "H"], "positions_angstrom": [[-2.285, 0.945, 0.184], [-1.127, 0.611, 0.094], [0.055, 1.373, 0.690], [1.237, 0.809, 0.152], [0.925, -0.309, -0.652], [0.390, -1.468, 0.111], [-0.557, -0.542, -0.653], [0.028, 1.283, 1.785], [-0.002, 2.434, 0.423], [1.531, -0.349, -1.553], [0.462, -1.369, 1.194], [0.447, -2.485, -0.271], [-1.103, -0.932, -1.505]], "nbo_charge": [-0.521, 0.571, -0.185, -0.507, 0.098, -0.420, -0.376, 0.203, 0.215, 0.212, 0.228, 0.234, 0.249], "homo_ha": -0.35126, "spin_multiplicity": 1, "smiles": "O=C1CO[C@H]2C[C@@H]12", "total_energy_ev": -9375.6806, "de_lowest_kcal_mol": 32.6}

=====

{"formula": "C5H6O2S", "method": "ωB97M-V with the def2-TZVPD basis set", "elements": ["O", "C", "C", "C", "C", "C", "S", "O", "H", "H", "H", "H", "H", "H"], "positions_angstrom": [[2.305, -0.926, 1.679], [1.402, -1.533, 0.777], [0.004, -0.903, 0.910], [-0.936, -1.466, -0.089], [-1.312, -0.551, -0.923], [-0.685, 0.716, -0.543], [-0.711, 2.129, -1.321], [0.039, 0.497, 0.581], [2.215, 0.029, 1.550], [1.390, -2.618, 0.983], [1.730, -1.414, -0.265], [-0.392, -0.967, 1.950], [-1.234, -2.515, -0.146], [-1.937, -0.720, -1.805]], "nbo_charge": [-0.704, -0.073, 0.016, -0.153, -0.283, 0.169, -0.033, -0.479, 0.476, 0.194, 0.173, 0.218, 0.232, 0.247], "homo_ha": -0.32564, "spin_multiplicity": 1, "smiles": "OC[C@@H]1C=CC(=S)O1", "total_energy_ev": -20211.4269, "de_lowest_kcal_mol": 18.0}

=====

{"formula": "C5H6O2S", "method": "ωB97M-V with the def2-TZVPD basis set", "elements": ["C", "C", "S", "C", "O", "C", "O", "C", "H", "H", "H", "H", "H", "H"], "positions_angstrom": [[1.676, -0.154, -0.482], [0.669, -0.375, 0.434], [0.018, -1.378, 1.598], [-1.688, -0.868, 1.391], [-1.740, 0.082, 0.382], [-0.355, 0.537, 0.075], [-0.350, 0.746, -1.330], [1.134, 0.759, -1.618], [2.613, -0.824, -0.500], [-2.509, -1.585, 1.099], [-1.820, -0.229, 2.443], [-0.472, 1.399, 0.671], [1.577, 1.697, -1.601], [1.248, 0.193, -2.561]], "nbo_charge": [-0.226, -0.285, 0.325, -0.215, -0.523, 0.320, -0.495, -0.098, 0.231, 0.230, 0.171, 0.171, 0.188, 0.205], "homo_ha": -0.31127, "spin_multiplicity": 1, "smiles": "C1=C2SCO[C@@H]2OC1", "total_energy_ev": -20208.9362, "de_lowest_kcal_mol": 75.4}

=====

{"formula": "C5H6O2Yb", "method": "ωB97M-V with the def2-TZVPD basis set", "elements": ["C", "C", "O", "H", "H", "Yb", "C", "C", "H", "H", "H", "O", "C", "H"], "positions_angstrom": [[0.038, 1.711, -1.881], [0.182, 1.591, -0.349], [-0.161, 0.599, -2.465], [1.279, 1.568, -0.211], [-0.131, 2.557, 0.078], [-0.662, -1.315, -1.887], [0.206, -0.201, 1.429], [-0.509, 0.442, 0.348], [1.298, -0.137, 1.416], [-0.249, -0.479, 2.378], [-1.580, 0.643, 0.451], [0.564, -2.332, 0.089], [-0.517, -1.413, 0.387], [0.242, -3.233, 0.217]], "nbo_charge": [0.249, -0.607, -0.920, 0.228, 0.233, 1.588, -0.470, -0.263, 0.207, 0.218, 0.220, -0.828, -0.349, 0.494], "homo_ha": -0.22998, "spin_multiplicity": 1, "total_energy_ev": -40899.2060, "de_lowest_kcal_mol": 0.0}

=====

{"formula": "C5H6O3", "method": "ωB97M-V with the def2-TZVPD basis set", "elements": ["C", "C", "C", "C", "O", "C", "O", "O", "H", "H", "H", "H", "H", "H"], "positions_angstrom": [[-1.348, -2.050, -0.932], [-1.047, -1.490, 0.232], [-0.458, -0.017, 0.246], [1.034, 0.195, 0.609], [1.776, -0.692, 1.116], [1.373, 1.596, 0.430], [2.233, 2.305, 1.116], [0.406, 2.267, -0.401], [-1.277, -1.447, -1.851], [-1.392, -3.103, -1.203], [-0.725, -2.196, 1.115], [-0.456, 0.597, -0.684], [-1.045, 0.842, 0.822], [0.925, 3.193, -0.616]], "nbo_charge": [-0.366, -0.197, -0.553, 0.444, -0.452, 0.664, -0.509, -0.711, 0.186, 0.210, 0.231, 0.273, 0.256, 0.523], "homo_ha": -0.37767, "spin_multiplicity": 1, "smiles": "C=CCC(=O)C(=O)O", "total_energy_ev": -11421.4879, "de_lowest_kcal_mol": 67.4}

=====

{"formula": "C5H6O3", "method": "ωB97M-V with the def2-TZVPD basis set", "elements": ["C", "C", "C", "C", "C", "H", "H", "H", "H", "H", "H", "O", "O", "O"], "positions_angstrom": [[0.437, -1.523, 0.238], [0.786, 0.182, -1.447], [-0.529, 1.338, -0.009], [-0.795, 0.308, 1.147], [-0.561, -0.939, 1.110], [1.063, -0.055, -2.730], [1.578, 1.263, -0.869], [-1.423, 1.868, -0.010], [0.534, 1.751, 0.147], [-1.498, 0.732, 1.910], [-1.095, -1.730, 1.590], [0.760, -2.709, 0.809], [1.273, -0.888, -0.697], [-0.531, 0.403, -1.188]], "nbo_charge": [0.730, 0.264, -0.115, -0.146, -0.310, 0.207, 0.106, 0.216, 0.220, 0.205, 0.257, -0.564, -0.530, -0.539], "homo_ha": -0.36956, "spin_multiplicity": 1, "total_energy_ev": -11419.1576, "de_lowest_kcal_mol": 121.2}

=====

{"formula": "C5H6O3", "method": "ωB97M-V with the def2-TZVPD basis set", "elements": ["C", "C", "C", "C", "C", "H", "H", "H", "H", "H", "H", "O", "O", "O"], "positions_angstrom": [[-0.617, 0.001, 0.138], [0.296, -1.125, 0.156], [1.330, -0.029, 0.057], [0.425, 0.829, 0.847], [-0.358, 0.456, -1.213], [-2.406, 0.234, -0.304], [0.131, -1.831, -0.752], [0.109, -1.975, 0.986], [2.498, -0.037, 0.459], [0.368, 0.457, 1.941], [0.190, 1.862, 0.812], [-1.906, -0.335, 0.265], [1.021, 0.493, -1.410], [-1.081, 1.001, -1.982]], "nbo_charge": [0.085, -0.436, 0.068, -0.435, 0.750, 0.491, 0.227, 0.257, 0.245, 0.222, 0.235, -0.666, -0.488, -0.555], "homo_ha": -0.37955, "spin_multiplicity": 1, "total_energy_ev": -11421.4458, "de_lowest_kcal_mol": 68.4}